The following is a DFT calculation (wB97M-V/def2-TZVPD) of C4H6N2O in the gas phase in a non-equilibrium geometry.

Energy relative to the best compared isomer or geometry (same formula, charge and spin) ... 186.9 kJ/mol
E_HOMO ... -10.81 eV
Structure (SMILES) ... [H]/N=C/OCCC#N
LUMO level ... 0.0235 Eh
Orbital gap ... 11.45 eV

Geometry as ORCA input:
```
! RIJCOSX wB97M-V def2-TZVPD def2/J DEFGRID3
* xyz 0 1
N -2.168 0.728 -0.942
C -1.628 0.350 0.129
O -1.141 -0.915 0.285
C 0.187 -1.149 -0.151
C 1.215 -0.223 0.549
C 1.828 0.779 -0.328
N 2.343 1.557 -1.012
H -2.502 1.686 -0.829
H -1.531 0.952 1.042
H 0.257 -1.062 -1.241
H 0.387 -2.185 0.129
H 0.729 0.294 1.383
H 2.025 -0.813 0.987
*
```

***

The following is a DFT calculation (wB97M-V/def2-TZVPD) of a molecular structure, C16H10Cl6Sn in a non-equilibrium geometry.

E_HOMO ... 0.26 eV
LUMO level ... 0.1494 Eh
Orbital gap ... 3.81 eV

Geometry as ORCA input:
```
! RIJCOSX wB97M-V def2-TZVPD def2/J DEFGRID3
* xyz -2 1
C -2.116 -1.925 -0.727
C -1.529 -2.085 -2.039
C -1.459 -0.821 -2.655
H -1.288 -3.042 -2.511
C -1.986 0.156 -1.775
C -2.395 -0.495 -0.574
H -2.945 -0.040 0.245
H -2.453 -2.731 -0.074
H -1.099 -0.625 -3.664
H -2.177 1.192 -2.032
Sn -0.226 -1.171 0.564
Cl 0.318 -3.460 1.032
C 2.984 -0.803 -0.602
C 2.700 0.470 -1.180
C 2.275 0.256 -2.528
H 2.760 1.407 -0.650
C 2.292 -1.157 -2.772
C 2.722 -1.804 -1.582
H 2.823 -2.881 -1.432
H 3.293 -0.973 0.427
H 1.964 1.027 -3.226
H 2.046 -1.658 -3.713
Cl -1.329 -1.233 3.394
C -0.876 0.429 3.046
C -0.455 0.694 1.758
C -0.193 1.994 1.348
Cl 0.255 2.330 -0.296
C -0.240 3.036 2.305
Cl 0.055 4.646 1.798
C -0.590 2.757 3.655
Cl -0.726 4.016 4.800
C -0.938 1.435 4.033
Cl -1.466 1.060 5.626
*
```

***

The following is a DFT calculation (wB97M-V/def2-TZVPD) of a molecular structure, C13H23BN6SiV in a non-equilibrium geometry.

E_HOMO (spin up / spin down) ... -6.71 / -7.60 eV
LUMO level (spin up / spin down) ... 0.0267 / -0.0109 Eh
Orbital gap (spin up / spin down) ... 7.44 / 7.30 eV
<S²> ... 3.77

Geometry as ORCA input:
```
! RIJCOSX wB97M-V def2-TZVPD def2/J DEFGRID3
* xyz 0 4
H -0.727 2.873 1.386
N -0.263 1.625 -0.245
B 0.366 0.583 -2.494
N 0.287 1.810 -1.513
C 0.555 3.115 -1.655
V -0.719 -0.279 0.217
H 0.991 3.487 -2.570
C 0.168 3.794 -0.495
H 0.234 4.830 -0.266
C -0.340 2.817 0.385
H 0.799 0.984 -3.542
C -1.523 -1.809 0.874
H -1.672 -2.118 1.930
H -0.615 -2.363 0.485
H -2.381 -1.996 0.155
N -1.040 -0.048 -2.586
N 1.357 -0.485 -1.893
N -1.654 -0.554 -1.448
N 1.043 -1.094 -0.683
C -1.876 -0.145 -3.629
C 2.526 -0.972 -2.357
H -1.512 0.230 -4.574
H 2.935 -0.593 -3.302
C -3.063 -0.747 -3.212
C 2.981 -1.951 -1.468
C -2.901 -1.001 -1.852
C 2.012 -1.999 -0.436
H -3.920 -0.962 -3.840
H 3.877 -2.536 -1.546
H -3.588 -1.432 -1.180
H 2.000 -2.591 0.449
H -1.636 0.096 1.366
C 1.800 0.914 2.326
Si 0.262 -0.132 2.434
C 0.832 -1.763 3.154
C -1.022 0.701 3.498
H 2.526 0.478 1.628
H 2.214 0.908 3.343
H 1.572 1.942 2.019
H 1.207 -1.510 4.157
H 0.030 -2.503 3.242
H 1.657 -2.193 2.572
H -0.548 0.820 4.481
H -1.306 1.680 3.097
H -1.925 0.088 3.586
*
```

***

The following is a DFT calculation (wB97M-V/def2-TZVPD) of 2 unconnected molecules or ions with the total composition CH5PS2 in a non-equilibrium geometry.

Energy relative to the best compared isomer or geometry (same formula, charge and spin) ... 231.6 kJ/mol
E_HOMO ... -8.73 eV
Structure (SMILES) ... CP=S.S
LUMO level ... -0.0406 Eh
Orbital gap ... 7.62 eV

Geometry as ORCA input:
```
! RIJCOSX wB97M-V def2-TZVPD def2/J DEFGRID3
* xyz 0 1
C 0.944 -0.398 -1.165
P 0.006 -1.987 -0.657
S -1.703 -1.303 -0.250
S -0.635 0.857 1.947
H 0.839 -0.015 -2.178
H 0.472 0.413 -0.488
H 2.004 -0.551 -0.844
H -0.677 1.670 2.745
H -1.250 1.314 0.888
*
```

***

The following is a DFT calculation (wB97M-V/def2-TZVPD) of a molecular structure, C64H56BBr3N11O16 in a non-equilibrium geometry.

Energy relative to the best compared isomer or geometry (same formula, charge and spin) ... 5164.3 kJ/mol
E_HOMO ... -6.54 eV
LUMO level ... -0.0406 Eh
Orbital gap ... 5.44 eV

Geometry as ORCA input:
```
! RIJCOSX wB97M-V def2-TZVPD def2/J DEFGRID3
* xyz -1 1
O 2.106 -3.001 -0.595
C 1.365 -2.035 -0.607
O 0.588 -1.621 0.289
B -0.036 -0.349 -0.064
O 0.447 -0.051 -1.440
C 1.251 -1.006 -1.795
O 1.759 -1.191 -2.855
O 0.388 0.771 0.810
C -0.628 1.490 1.192
O -0.504 2.504 1.826
C -1.941 0.794 0.800
O -1.534 -0.322 0.044
O -3.094 1.197 1.034
C 2.495 -0.355 1.842
Br 2.901 1.278 2.871
Br 1.306 -1.608 2.910
Br 4.061 -1.480 1.372
H 1.895 -0.016 0.997
C -0.926 2.039 -1.368
C -1.764 3.061 -0.977
C -1.198 4.339 -0.933
C 0.140 4.572 -1.230
C 1.032 3.536 -1.476
C 0.466 2.249 -1.500
N 0.648 5.951 -1.151
O 1.838 6.085 -0.846
O -0.121 6.923 -1.291
H -1.275 1.019 -1.435
H -2.812 2.835 -0.843
H -1.831 5.163 -0.637
H 2.091 3.647 -1.658
H 1.140 1.440 -1.742
C -3.597 -1.197 1.229
C -4.309 -0.506 0.256
C -5.510 -1.053 -0.197
C -6.044 -2.189 0.371
C -5.374 -2.756 1.449
C -4.107 -2.314 1.845
N -7.296 -2.702 0.017
O -7.391 -3.896 -0.355
O -8.284 -2.065 0.117
H -2.680 -0.723 1.547
H -3.854 0.446 0.023
H -6.003 -0.572 -1.030
H -5.833 -3.612 1.920
H -3.674 -2.732 2.742
C -4.246 3.504 1.606
C -2.915 3.021 1.510
C -1.881 3.906 1.396
C -2.076 5.309 1.499
C -3.424 5.810 1.603
C -4.416 4.880 1.661
N -0.869 6.247 1.314
O 0.240 5.789 1.087
O -1.070 7.407 1.342
H -5.088 2.828 1.645
H -2.750 1.955 1.558
H -0.903 3.492 1.198
H -3.627 6.870 1.627
H -5.407 5.270 1.841
C -2.173 -3.405 2.026
C -2.889 -4.570 1.688
C -2.395 -5.335 0.616
C -1.301 -4.871 -0.169
C -0.680 -3.714 0.228
C -1.122 -2.932 1.250
N -0.827 -5.729 -1.303
O -1.611 -6.615 -1.692
O 0.257 -5.450 -1.825
H -2.609 -2.824 2.825
H -3.759 -4.836 2.270
H -2.920 -6.248 0.377
H 0.270 -3.531 -0.251
H -0.591 -2.033 1.525
N 3.399 5.573 2.804
C 3.039 4.783 3.869
C 1.966 3.841 3.815
C 1.308 3.694 2.568
C 1.667 4.500 1.515
C 2.710 5.389 1.618
H 3.690 4.736 4.730
H 1.643 3.555 4.805
H 0.366 3.179 2.447
H 1.036 4.426 0.641
H 3.017 5.985 0.771
N 4.107 1.636 -5.392
C 4.043 0.378 -4.806
C 2.846 -0.044 -4.153
C 1.726 0.762 -4.120
C 1.839 2.003 -4.670
C 3.026 2.452 -5.349
H 4.927 -0.241 -4.841
H 2.674 -1.001 -3.681
H 0.754 0.388 -3.833
H 0.943 2.599 -4.761
H 3.070 3.446 -5.768
N 1.536 1.714 5.977
C 1.444 0.769 4.982
C 0.498 0.783 3.996
C -0.319 1.893 3.829
C -0.306 2.831 4.861
C 0.742 2.777 5.793
H 2.002 -0.147 5.116
H 0.357 -0.030 3.299
H -0.903 1.951 2.923
H -0.881 3.739 4.758
H 0.764 3.537 6.559
N -2.600 -4.334 -3.029
C -1.462 -3.574 -2.993
C -1.328 -2.489 -2.146
C -2.322 -2.250 -1.273
C -3.408 -3.086 -1.104
C -3.506 -4.132 -2.044
H -0.580 -3.789 -3.578
H -0.530 -1.763 -2.170
H -2.217 -1.381 -0.641
H -4.148 -2.840 -0.357
H -4.404 -4.731 -2.089
N 3.963 3.483 -1.515
C 4.027 2.327 -2.220
C 3.252 1.195 -1.886
C 2.575 1.164 -0.646
C 2.666 2.275 0.156
C 3.272 3.464 -0.357
H 4.458 2.331 -3.210
H 3.229 0.373 -2.587
H 2.160 0.241 -0.268
H 2.373 2.171 1.190
H 3.373 4.346 0.259
N 4.070 -4.331 -4.407
C 3.033 -4.752 -5.189
C 1.756 -4.166 -4.962
C 1.613 -3.157 -3.998
C 2.664 -2.765 -3.210
C 3.848 -3.350 -3.441
H 3.155 -5.621 -5.818
H 0.897 -4.483 -5.534
H 0.574 -2.905 -3.841
H 2.555 -2.006 -2.450
H 4.727 -3.174 -2.839
N 4.013 -5.410 2.276
C 3.644 -4.193 1.764
C 2.381 -3.894 1.301
C 1.453 -4.895 1.224
C 1.798 -6.180 1.647
C 3.112 -6.394 2.115
H 4.364 -3.388 1.789
H 2.211 -2.923 0.859
H 0.449 -4.733 0.861
H 1.106 -7.007 1.584
H 3.484 -7.314 2.541
*
```

***

The following is a DFT calculation (wB97M-V/def2-TZVPD) of 4 unconnected molecules or ions with the total composition C28H34Cl2IN3O3P in a non-equilibrium geometry.

E_HOMO ... -10.75 eV
LUMO level ... -0.1929 Eh
Orbital gap ... 5.50 eV

Geometry as ORCA input:
```
! RIJCOSX wB97M-V def2-TZVPD def2/J DEFGRID3
* xyz 1 1
C -3.610 -2.503 1.047
C -2.186 -2.516 1.825
C -1.798 -1.046 2.441
I -2.963 0.609 1.631
C -0.230 -0.799 2.562
C 0.560 -0.305 1.320
C 0.130 -0.005 -0.165
Cl -1.104 -1.101 -0.946
C -0.078 1.589 -0.509
C -1.325 1.895 -1.455
Cl -0.037 2.638 1.035
C 2.087 -0.060 1.622
C 2.675 -0.331 3.025
N 4.108 -0.052 3.234
N 1.837 -0.825 4.026
N 0.557 -1.005 3.749
P -0.280 -1.653 5.220
O 0.685 -2.053 6.328
O -1.176 -3.066 4.828
O -1.388 -0.474 5.752
H -4.485 -2.223 1.733
H -3.585 -1.927 0.066
H -3.795 -3.609 0.758
H -2.300 -3.309 2.646
H -1.356 -2.915 1.126
H -2.260 -1.120 3.503
H 1.077 -0.251 -0.793
H 0.842 1.976 -1.094
H -1.480 3.042 -1.445
H -2.305 1.400 -1.175
H -1.027 1.655 -2.547
H 2.780 0.316 0.790
H 4.436 -0.704 3.965
H 4.551 -0.347 2.343
H -1.216 -3.595 5.658
H -0.964 0.426 5.743
C 2.421 0.182 -3.810
C 2.108 -1.141 -3.511
C 3.032 -2.150 -3.762
C 4.275 -1.835 -4.305
C 4.589 -0.512 -4.601
C 3.661 0.496 -4.358
H 1.698 0.968 -3.618
H 1.141 -1.386 -3.081
H 2.786 -3.182 -3.535
H 4.998 -2.621 -4.496
H 5.558 -0.266 -5.023
H 3.904 1.526 -4.595
C 1.534 -1.301 -7.020
C 0.267 -1.589 -6.523
C -0.848 -1.472 -7.347
C -0.695 -1.076 -8.673
C 0.573 -0.792 -9.171
C 1.687 -0.900 -8.344
H 2.403 -1.388 -6.376
H 0.147 -1.904 -5.491
H -1.837 -1.691 -6.958
H -1.563 -0.990 -9.317
H 0.693 -0.485 -10.205
H 2.674 -0.672 -8.731
C -3.295 4.306 7.340
C -3.847 4.332 6.063
C -3.100 3.899 4.972
C -1.802 3.432 5.160
C -1.251 3.403 6.438
C -1.996 3.844 7.528
H -3.877 4.647 8.190
H -4.861 4.689 5.918
H -3.529 3.925 3.976
H -1.220 3.090 4.310
H -0.239 3.037 6.585
H -1.564 3.827 8.523
*
```

***

The following is a DFT calculation (wB97M-V/def2-TZVPD) of 2 unconnected molecules or ions with the total composition C10H16O in a non-equilibrium geometry.

Energy relative to the best compared isomer or geometry (same formula, charge and spin) ... 133.2 kJ/mol
E_HOMO ... -8.54 eV
Structure (SMILES) ... CCc1ccc(O)cc1.CC
LUMO level ... 0.0319 Eh
Orbital gap ... 9.40 eV

Geometry as ORCA input:
```
! RIJCOSX wB97M-V def2-TZVPD def2/J DEFGRID3
* xyz 0 1
C -1.654 2.720 -0.685
C -0.913 2.938 -1.980
H -1.308 3.442 0.071
H -2.702 2.980 -0.666
H -1.407 1.787 -0.183
H -1.466 2.978 -2.924
H -0.228 2.111 -2.186
H -0.278 3.831 -1.933
C -0.825 -1.191 -1.746
C -0.617 -2.672 -2.109
C -0.121 -0.902 -0.442
C -0.800 -0.996 0.762
C 1.146 -0.342 -0.439
C -0.215 -0.584 1.974
C 1.748 0.149 0.712
C 1.064 -0.085 1.912
O 1.807 0.156 3.077
H -0.433 -0.525 -2.503
H -1.880 -0.940 -1.788
H -1.247 -2.946 -2.967
H -1.785 -1.430 0.804
H 1.731 -0.251 -1.347
H -0.821 -0.783 2.844
H 2.604 0.803 0.780
H 1.188 0.445 3.774
H -0.985 -3.309 -1.304
H 0.405 -2.849 -2.434
*
```

***

The following is a DFT calculation (wB97M-V/def2-TZVPD) of a molecular structure, C44H57NO2PbSSeSi.

Energy relative to the best compared isomer or geometry (same formula, charge and spin) ... 0.0 kJ/mol
E_HOMO ... -7.26 eV
LUMO level ... -0.0010 Eh
Orbital gap ... 7.23 eV

Geometry as ORCA input:
```
! RIJCOSX wB97M-V def2-TZVPD def2/J DEFGRID3
* xyz 0 1
Pb -1.075 -1.544 -2.313
C 0.458 2.424 4.384
C 0.573 3.432 3.241
C -0.275 4.664 3.588
C 2.044 3.849 3.109
C 0.078 2.845 1.920
C -0.415 1.554 1.801
C -0.908 1.103 0.586
Se -1.174 -0.800 0.460
C 0.691 -1.174 0.637
C 1.172 -1.481 1.896
C 2.535 -1.653 2.101
C 3.347 -1.500 0.982
C 2.897 -1.208 -0.307
C 1.505 -1.031 -0.515
O 0.984 -0.762 -1.688
C 3.968 -1.101 -1.412
C 4.935 0.041 -1.060
C 3.423 -0.818 -2.817
C 4.753 -2.422 -1.491
C 3.065 -1.994 3.495
C 4.589 -2.113 3.516
C 2.472 -3.332 3.962
C 2.652 -0.892 4.481
C -0.986 1.939 -0.525
O -1.701 1.525 -1.616
C -0.341 3.185 -0.487
C 0.138 3.601 0.754
C 0.000 4.075 -1.702
C 1.534 4.232 -1.721
C -0.390 3.497 -3.066
C -0.636 5.462 -1.554
H 0.829 2.877 5.306
H -0.578 2.121 4.553
H 1.055 1.529 4.192
H 0.022 5.068 4.560
H -0.156 5.453 2.842
H -1.335 4.402 3.634
H 2.405 4.269 4.052
H 2.667 2.987 2.857
H 2.184 4.603 2.333
H -0.381 0.866 2.635
H 0.472 -1.582 2.717
H 4.415 -1.624 1.113
H 4.399 0.993 -1.014
H 5.425 -0.115 -0.097
H 5.713 0.123 -1.825
H 2.855 0.110 -2.857
H 4.276 -0.741 -3.498
H 2.772 -1.618 -3.171
H 5.253 -2.666 -0.552
H 4.086 -3.252 -1.742
H 5.517 -2.354 -2.271
H 4.941 -2.907 2.852
H 5.071 -1.177 3.221
H 4.920 -2.355 4.528
H 2.739 -4.133 3.268
H 2.850 -3.594 4.955
H 1.382 -3.287 4.017
H 3.034 0.079 4.156
H 1.564 -0.818 4.559
H 3.045 -1.102 5.480
H 0.597 4.582 0.806
H 2.023 3.254 -1.709
H 1.837 4.758 -2.630
H 1.900 4.804 -0.867
H -0.002 2.487 -3.205
H -1.469 3.469 -3.216
H 0.037 4.139 -3.842
H -0.375 5.925 -0.601
H -0.282 6.117 -2.354
H -1.725 5.409 -1.616
S -4.125 -5.465 -1.256
C -5.297 -4.265 -1.683
C -6.685 -4.370 -1.728
C -7.408 -3.260 -2.122
C -6.759 -2.069 -2.473
C -5.383 -1.969 -2.425
C -4.642 -3.077 -2.016
N -3.255 -3.138 -1.914
C -2.849 -4.311 -1.547
C -1.418 -4.647 -1.378
C -1.051 -5.957 -1.071
C 0.283 -6.285 -0.904
C 1.249 -5.300 -1.049
C 0.877 -3.998 -1.363
C -0.458 -3.635 -1.532
H -7.184 -5.294 -1.466
H -8.488 -3.315 -2.167
H -7.346 -1.215 -2.788
H -4.874 -1.055 -2.706
H -1.806 -6.729 -0.964
H 0.567 -7.303 -0.667
H 2.298 -5.544 -0.919
H 1.650 -3.247 -1.469
C -3.782 3.566 -1.410
Si -3.361 1.785 -1.702
C -3.823 1.308 -3.427
C -4.215 0.799 -0.380
H -4.863 3.649 -1.258
H -3.511 4.202 -2.255
H -3.289 3.953 -0.513
H -4.903 1.407 -3.583
H -3.528 0.285 -3.672
H -3.319 1.976 -4.130
H -5.301 0.845 -0.506
H -3.972 1.225 0.600
H -3.930 -0.256 -0.369
*
```

***

The following is a DFT calculation (wB97M-V/def2-TZVPD) of 2 unconnected molecules or ions with the total composition C12H17N in a non-equilibrium geometry.

Energy relative to the best compared isomer or geometry (same formula, charge and spin) ... 91.8 kJ/mol
E_HOMO (spin up / spin down) ... -13.15 / -13.42 eV
LUMO level (spin up / spin down) ... -0.1330 / -0.2579 Eh
Orbital gap (spin up / spin down) ... 9.53 / 6.40 eV
<S²> ... 0.77

Geometry as ORCA input:
```
! RIJCOSX wB97M-V def2-TZVPD def2/J DEFGRID3
* xyz 1 2
C 0.271 4.233 -0.534
C -0.731 3.107 -0.266
C 1.436 4.074 -1.473
H -0.298 5.129 -0.807
H 0.648 4.486 0.464
H -0.242 2.352 0.370
H 1.793 3.033 -1.440
H 1.230 4.368 -2.500
H -0.983 2.626 -1.208
H -1.567 3.558 0.243
H 2.371 4.567 -1.144
C -2.870 -2.624 0.370
C 0.587 -1.389 0.183
C -0.285 -2.462 0.488
C -1.623 -1.879 0.323
C -1.467 -0.560 -0.091
C 2.436 -2.739 0.749
C 1.943 -1.509 0.336
C 1.611 -3.806 1.050
C 0.222 -3.623 1.030
N -0.182 -0.320 -0.385
H 3.492 -2.837 0.987
H 2.549 -0.598 0.355
H 1.866 -4.810 1.363
H -0.334 -4.479 1.396
H 0.229 0.602 -0.505
H -2.238 0.094 -0.475
H -2.851 -3.542 -0.245
H -3.782 -2.129 0.002
H -3.230 -2.922 1.363
*
```